C29H32F4N6O2Rb | wB97M-V/def2-TZVPD

Cartesian coordinates (Å):
1 Rb -0.052 0.085 0.364
2 C -3.761 -0.546 1.048
3 C -3.810 -1.077 -0.383
4 N -2.483 -1.189 -0.989
5 C -2.410 -0.560 -2.302
6 C -2.443 0.964 -2.243
7 C -2.001 -2.565 -1.043
8 C -1.799 -3.236 0.313
9 N -0.761 -2.557 1.051
10 C -0.328 -3.015 2.199
11 C 0.712 -2.289 2.869
12 F 1.158 -1.138 2.279
13 C 1.302 -2.679 4.037
14 F 2.290 -1.914 4.556
15 C 0.927 -3.832 4.711
16 C -0.096 -4.556 4.118
17 F -0.516 -5.683 4.732
18 C -0.702 -4.187 2.942
19 F -1.700 -4.987 2.478
20 H -4.774 -0.382 1.426
21 H -3.215 0.399 1.076
22 H -3.250 -1.249 1.707
23 H -4.424 -0.400 -0.982
24 H -4.311 -2.056 -0.398
25 H -3.226 -0.922 -2.956
26 H -1.468 -0.862 -2.767
27 H -3.398 1.337 -1.869
28 H -2.287 1.372 -3.244
29 H -1.660 1.342 -1.586
30 H -1.029 -2.564 -1.542
31 H -2.688 -3.196 -1.640
32 H -1.537 -4.281 0.091
33 H -2.749 -3.267 0.864
34 H 1.390 -4.139 5.635
35 O -1.427 2.078 0.999
36 C -1.906 3.239 0.824
37 C -3.218 3.591 1.282
38 C -3.745 4.851 1.145
39 C -3.019 5.871 0.521
40 C -1.755 5.575 0.049
41 C -1.182 4.307 0.184
42 C 0.187 4.107 -0.283
43 N 0.746 3.044 -0.833
44 C 2.040 3.395 -1.126
45 C 2.287 4.680 -0.753
46 N 1.106 5.120 -0.203
47 H -3.793 2.806 1.762
48 H -4.740 5.059 1.526
49 H -3.445 6.857 0.389
50 H -1.202 6.348 -0.478
51 H 2.713 2.705 -1.610
52 H 3.168 5.296 -0.812
53 H 0.932 6.011 0.221
54 C 2.400 -3.580 0.133
55 C 2.614 -2.443 -0.833
56 O 1.798 -2.128 -1.680
57 N 3.831 -1.821 -0.724
58 C 4.110 -0.571 -1.407
59 C 4.189 0.570 -0.420
60 C 5.265 1.448 -0.385
61 C 5.291 2.428 0.597
62 C 4.244 2.502 1.499
63 C 3.200 1.596 1.371
64 N 3.178 0.651 0.440
65 H 1.339 -3.630 0.373
66 H 2.972 -3.455 1.052
67 H 2.695 -4.517 -0.343
68 H 4.349 -1.985 0.123
69 H 3.282 -0.413 -2.100
70 H 5.036 -0.651 -1.980
71 H 6.070 1.363 -1.104
72 H 6.121 3.120 0.658
73 H 4.230 3.251 2.279
74 H 2.342 1.632 2.034

Output
Net charge = -1
LUMO = 2.0 eV
Orbital gap = 0.2133 hartree
ΔE to the lowest compared entry with this formula, charge and spin = 1.4 kcal/mol
HOMO level = -0.1385 hartree
2S+1 = 1



C5H9F | wB97M-V/def2-TZVPD

Cartesian coordinates (Å):
1 C -1.157 -0.804 -1.782
2 C -0.396 0.139 -0.828
3 C -0.761 -0.267 0.763
4 C 0.846 -0.056 1.137
5 F 0.587 1.229 1.376
6 C 1.007 -0.220 -0.448
7 H -0.674 -1.778 -2.022
8 H -2.251 -0.885 -1.780
9 H -1.301 -0.364 -2.938
10 H -0.489 1.332 -0.981
11 H -1.551 0.223 1.330
12 H -0.802 -1.296 0.807
13 H 1.561 -0.785 1.741
14 H 1.516 -1.100 -0.731
15 H 1.478 0.846 -0.867

Output
Net charge = 0
LUMO = 1.2 eV
Orbital gap = 0.3866 hartree
SMILES string = C[C@H]1C[C@H](F)C1
ΔE to the lowest compared entry with this formula, charge and spin = 92.5 kcal/mol
HOMO level = -0.3439 hartree
2S+1 = 1



C23H37MgN8O4S | wB97M-V/def2-TZVPD

Cartesian coordinates (Å):
1 Mg -1.637 -0.222 -1.032
2 N -1.448 1.870 1.975
3 N -2.770 1.528 2.195
4 C -3.581 1.134 1.102
5 O -4.779 1.388 1.171
6 O -3.014 0.524 0.158
7 H -0.903 1.018 1.907
8 H -1.322 2.301 1.077
9 H -3.238 2.154 2.851
10 N 1.833 1.466 -2.768
11 C 2.597 0.436 -2.205
12 C 3.968 0.187 -2.175
13 C 4.380 -0.991 -1.496
14 C 3.464 -1.850 -0.950
15 C 2.106 -1.574 -0.993
16 C 1.636 -0.400 -1.564
17 N 0.394 0.147 -1.654
18 C 0.538 1.265 -2.362
19 C -0.568 2.067 -2.700
20 C -0.725 3.292 -3.317
21 S -2.424 3.839 -3.234
22 C -2.797 2.374 -2.391
23 N -1.799 1.593 -2.201
24 H 2.194 2.348 -3.035
25 H 4.665 0.893 -2.640
26 H 5.454 -1.174 -1.470
27 H 3.828 -2.701 -0.386
28 H 1.448 -2.200 -0.451
29 H 0.000 4.052 -3.630
30 H -3.770 2.148 -1.959
31 C -3.081 -3.679 -3.108
32 C -1.912 -2.764 -2.741
33 C -1.512 -1.770 -3.905
34 C -0.730 -3.652 -2.387
35 N -2.290 -2.069 -1.592
36 H -2.903 -4.377 -3.946
37 H -3.911 -3.031 -3.398
38 H -3.332 -4.277 -2.206
39 H -1.134 -2.298 -4.794
40 H -0.722 -1.120 -3.524
41 H -2.371 -1.165 -4.191
42 H -0.355 -4.112 -3.318
43 H -0.965 -4.416 -1.688
44 H 0.091 -3.044 -2.011
45 C 3.184 1.088 3.926
46 N 2.322 1.144 2.762
47 C 2.649 0.127 1.752
48 C 1.806 2.337 2.273
49 O 1.788 2.527 1.065
50 N 1.382 3.235 3.269
51 C 0.511 2.763 4.383
52 C 1.051 4.531 2.739
53 H 4.211 1.118 3.500
54 H 3.052 0.136 4.419
55 H 3.041 1.924 4.606
56 H 2.730 -0.850 2.252
57 H 3.616 0.288 1.258
58 H 1.854 0.036 1.045
59 H 0.422 1.669 4.447
60 H -0.492 3.179 4.237
61 H 0.933 3.104 5.353
62 H 1.869 4.857 2.121
63 H 0.889 5.228 3.600
64 H 0.163 4.477 2.129
65 C -2.634 -2.069 1.652
66 C -1.243 -2.352 1.151
67 C -0.697 -3.747 1.280
68 O -0.551 -1.462 0.599
69 H -2.846 -2.755 2.489
70 H -3.324 -2.246 0.844
71 H -2.681 -1.043 1.916
72 H -0.152 -3.913 2.206
73 H 0.030 -3.963 0.444
74 H -1.486 -4.506 1.266

Output
Net charge = -1
LUMO (alpha / beta) = 2.6 / 2.6 eV
Orbital gap (alpha / beta) = 0.1629 / 0.2612 hartree
ΔE to the lowest compared entry with this formula, charge and spin = 26.0 kcal/mol
HOMO level (alpha / beta) = -0.0679 / -0.1662 hartree
2S+1 = 1